No. 1
ORCA calculation (ωB97M-V/def2-TZVPD) on a cluster of 3 separate species, C39H73F6N3O11PS in total.

Results
2S+1: 1
Gap between HOMO and LUMO in eV: 7.349
Net charge: +1

Atoms and positions in Å:
C1 1.535 -2.253 3.392
C2 0.405 -3.275 3.220
O1 -0.613 -2.707 2.401
C3 -1.038 -3.520 1.335
C4 -0.192 -3.299 0.103
O2 -0.460 -1.996 -0.397
C5 -0.478 -1.825 -1.785
C6 0.834 -2.309 -2.403
C7 1.260 -1.666 -3.721
C8 2.767 -1.906 -3.980
C9 3.346 -0.745 -4.785
S1 3.559 0.640 -3.702
O3 2.321 1.371 -3.597
O4 4.175 0.212 -2.491
O5 4.581 1.537 -4.504
C10 -0.690 -0.359 -2.056
N1 -1.985 0.192 -1.545
C11 -2.133 1.597 -2.084
C12 -2.513 1.787 -3.563
C13 -1.316 2.184 -4.436
C14 -0.900 3.639 -4.233
F1 -1.550 4.227 -3.203
F2 0.416 3.686 -3.939
C15 -1.092 4.535 -5.470
F3 -0.517 5.706 -5.263
F4 -2.369 4.733 -5.716
F5 -0.517 3.972 -6.516
C16 -1.962 0.357 -0.010
C17 -0.851 1.239 0.512
C18 0.444 0.711 0.694
C19 1.494 1.482 1.200
C20 1.276 2.815 1.554
C21 -0.012 3.342 1.414
C22 -1.082 2.581 0.902
C23 -2.423 3.273 0.837
C24 -3.115 -0.718 -1.948
F6 -3.812 -1.054 -0.825
C25 -2.715 -2.004 -2.723
C26 -2.645 -1.670 -4.234
O6 -1.724 -2.509 -4.879
O7 -1.506 -1.967 -6.184
C27 -3.823 -3.041 -2.461
P1 -3.762 -4.553 -3.469
O8 -2.453 -5.199 -3.511
O9 -4.861 -5.423 -2.714
O10 -4.408 -4.281 -4.906
O11 -1.529 -2.624 -2.305
H1 1.093 -1.266 3.325
H2 2.265 -2.392 2.600
H3 2.001 -2.402 4.359
H4 0.814 -4.177 2.769
H5 -0.012 -3.517 4.195
H6 -1.022 -4.584 1.577
H7 -2.077 -3.282 1.113
H8 -0.386 -4.107 -0.601
H9 0.855 -3.349 0.405
H10 1.635 -2.144 -1.687
H11 0.778 -3.381 -2.566
H12 0.727 -2.063 -4.581
H13 1.139 -0.587 -3.724
H14 2.904 -2.824 -4.541
H15 3.310 -1.980 -3.044
H16 2.657 -0.425 -5.561
H17 4.314 -0.991 -5.210
H18 4.154 2.384 -4.696
H19 0.139 0.256 -1.731
H20 -0.721 -0.246 -3.133
H21 -1.209 2.133 -1.916
H22 -2.896 2.062 -1.475
H23 -3.184 2.641 -3.580
H24 -3.067 0.975 -4.013
H25 -1.569 2.051 -5.484
H26 -0.432 1.576 -4.258
H27 -2.906 0.785 0.293
H28 -1.880 -0.612 0.461
H29 0.647 -0.319 0.457
H30 2.470 1.040 1.329
H31 2.089 3.411 1.935
H32 -0.191 4.365 1.706
H33 -2.434 4.161 1.454
H34 -2.583 3.634 -0.181
H35 -3.262 2.626 1.072
H36 -3.844 -0.190 -2.556
H37 -3.637 -1.740 -4.691
H38 -2.302 -0.647 -4.403
H39 -2.386 -1.918 -6.587
H40 -3.734 -3.444 -1.459
H41 -4.802 -2.589 -2.610
H42 -5.467 -5.857 -3.328
H43 -3.714 -4.472 -5.554
C28 6.833 -5.277 4.353
C29 6.254 -5.226 2.948
N2 5.856 -3.890 2.540
C30 5.062 -3.872 1.328
C31 5.713 -4.337 0.018
C32 6.887 -2.869 2.637
C33 8.188 -3.080 1.850
H44 6.138 -4.850 5.077
H45 7.024 -6.313 4.633
H46 7.781 -4.742 4.427
H47 5.361 -5.856 2.925
H48 6.974 -5.683 2.251
H49 4.670 -2.859 1.186
H50 4.180 -4.499 1.507
H51 6.402 -3.593 -0.381
H52 4.941 -4.496 -0.739
H53 6.250 -5.278 0.137
H54 7.143 -2.751 3.692
H55 6.444 -1.912 2.350
H56 8.560 -4.102 1.938
H57 8.963 -2.418 2.240
H58 8.072 -2.848 0.793
C34 -3.922 3.460 4.503
C35 -3.167 4.729 4.865
N3 -3.918 5.939 4.591
C36 -3.113 7.146 4.674
C37 -2.518 7.531 6.034
C38 -5.235 6.012 5.202
C39 -5.328 5.901 6.730
H59 -4.244 3.485 3.460
H60 -3.271 2.594 4.638
H61 -4.799 3.303 5.130
H62 -2.254 4.766 4.262
H63 -2.840 4.658 5.914
H64 -3.708 7.981 4.297
H65 -2.288 7.036 3.961
H66 -3.269 7.942 6.706
H67 -1.759 8.303 5.894
H68 -2.036 6.687 6.527
H69 -5.853 5.223 4.766
H70 -5.707 6.942 4.879
H71 -4.696 5.105 7.125
H72 -6.356 5.673 7.018
H73 -5.056 6.830 7.227

***

No. 2
ORCA calculation (ωB97M-V/def2-TZVPD) on a cluster of 4 separate species, C39H73FN3O9 in total.

Results
2S+1: 4
Gap between HOMO and LUMO (alpha / beta) in eV: 9.398 / 9.038
Net charge: 0

Atoms and positions in Å:
C1 0.105 3.098 3.882
C2 -1.541 3.162 3.593
O1 -2.314 3.175 4.689
O2 -2.022 3.244 2.200
C3 -3.472 2.994 2.101
C4 -3.831 1.380 2.200
C5 -4.749 0.980 3.494
C6 -5.143 -0.599 3.630
C7 -4.258 -1.638 2.727
C8 -2.868 -2.022 3.525
O3 -3.150 -3.311 4.223
O4 -2.317 -1.101 4.529
C9 -1.036 -1.794 4.893
O5 -0.267 -1.658 5.979
O6 -0.671 -2.806 3.846
C10 -1.505 -2.361 2.680
C11 -0.616 -1.130 2.061
C12 1.013 -1.322 2.189
F1 1.687 -0.732 0.977
H1 0.468 2.032 4.211
H2 0.309 3.893 4.726
H3 0.632 3.457 2.901
H4 -4.120 3.648 2.861
H5 -3.800 3.383 1.021
H6 -2.810 0.809 2.211
H7 -4.375 1.095 1.178
H8 -4.240 1.428 4.451
H9 -5.776 1.576 3.369
H10 -4.945 -0.898 4.768
H11 -6.319 -0.749 3.488
H12 -4.887 -2.653 2.685
H13 -4.104 -1.325 1.606
H14 -3.839 -3.054 4.915
H15 -1.562 -3.183 1.847
H16 -0.847 -0.951 0.904
H17 -0.860 -0.087 2.589
H18 1.355 -0.664 3.117
H19 1.372 -2.434 2.242
C13 0.223 -7.823 2.897
C14 -1.086 -7.247 3.511
C15 -1.136 -7.456 5.052
C16 -1.500 -8.863 5.506
C17 -2.753 -9.362 4.793
C18 -2.628 -9.263 3.251
N1 -2.250 -7.881 2.798
O7 -3.365 -7.046 2.970
C19 -1.589 -10.314 2.773
C20 -3.960 -9.755 2.599
C21 -0.961 -5.705 3.281
H20 0.038 -8.324 1.936
H21 0.955 -7.044 2.665
H22 0.720 -8.535 3.565
H23 -1.879 -6.768 5.488
H24 -0.173 -7.175 5.500
H25 -0.660 -9.544 5.334
H26 -1.676 -8.864 6.587
H27 -2.947 -10.398 5.094
H28 -3.617 -8.781 5.144
H29 -1.450 -10.270 1.687
H30 -1.922 -11.330 3.017
H31 -0.611 -10.211 3.242
H32 -4.832 -9.172 2.913
H33 -4.168 -10.796 2.876
H34 -3.896 -9.716 1.505
H35 -0.953 -5.452 2.214
H36 -0.025 -5.326 3.717
H37 -1.765 -5.138 3.765
C22 1.663 6.695 -0.916
C23 2.748 6.210 0.089
C24 4.184 6.512 -0.429
C25 4.702 5.562 -1.501
C26 4.510 4.107 -1.084
C27 3.040 3.800 -0.695
N2 2.517 4.746 0.349
O8 3.128 4.425 1.571
C28 2.171 3.847 -1.981
C29 2.934 2.307 -0.247
C30 2.533 7.122 1.342
H38 0.833 5.980 -0.997
H39 1.191 7.632 -0.603
H40 2.070 6.865 -1.919
H41 4.891 6.469 0.416
H42 4.238 7.541 -0.809
H43 4.202 5.761 -2.455
H44 5.767 5.750 -1.671
H45 4.831 3.455 -1.904
H46 5.181 3.886 -0.243
H47 1.116 3.654 -1.755
H48 2.494 3.083 -2.698
H49 2.232 4.792 -2.520
H50 3.575 2.069 0.609
H51 3.239 1.634 -1.056
H52 1.900 2.052 0.018
H53 1.552 6.954 1.802
H54 2.589 8.183 1.059
H55 3.305 6.977 2.107
C31 0.658 1.242 -7.100
C32 0.924 2.517 -6.248
C33 -0.055 3.668 -6.618
C34 0.274 4.414 -7.904
C35 1.738 4.844 -7.930
C36 2.701 3.652 -7.686
N3 2.369 2.900 -6.427
O9 2.741 3.697 -5.333
C37 2.654 2.720 -8.926
C38 4.172 4.179 -7.689
C39 0.557 2.080 -4.792
H56 1.593 0.752 -7.405
H57 0.113 0.473 -6.543
H58 0.072 1.456 -7.999
H59 -0.069 4.410 -5.803
H60 -1.081 3.281 -6.684
H61 0.038 3.792 -8.773
H62 -0.363 5.302 -7.985
H63 1.955 5.317 -8.894
H64 1.894 5.622 -7.171
H65 3.306 1.849 -8.793
H66 2.996 3.248 -9.824
H67 1.655 2.358 -9.168
H68 4.359 4.937 -6.921
H69 4.417 4.646 -8.650
H70 4.881 3.355 -7.537
H71 1.222 1.289 -4.425
H72 -0.471 1.691 -4.756
H73 0.585 2.914 -4.080

***

Computed electronic energy, in the same sequence as the records: -3860.20701, -2470.60067 Eh.